Molecular formula: C35H43AsFN3O9SSb2W
Method: DFT, ωB97M-V/def2-TZVPD

Gap between HOMO and LUMO (spin up / spin down): 0.233 / 0.233 Eh
Charge: +2
E_HOMO (spin up / spin down): -12.174 / -12.171 eV

```
96
Properties=species:S:1:pos:R:3:forces:R:3:mulliken_charge:R:1
W 0.93442 -0.75767 -1.05720 -0.60 -4.37 -0.85 2.00
O 3.53635 -2.07877 -0.37864 0.19 0.10 -0.36 -0.51
As 3.44042 -0.98850 -1.87292 1.52 -1.06 2.21 0.28
O 4.39321 -1.83650 -2.90491 -0.55 0.43 -0.83 -0.80
O 0.94070 -2.48842 -0.55047 -0.08 2.49 0.27 -0.82
C 4.63995 0.22322 -0.90027 -0.62 0.59 0.14 -0.67
C 5.99410 0.15041 -1.13249 0.12 0.06 -0.06 -0.38
C 6.88324 0.76525 -0.24705 0.01 -0.05 -0.08 -0.60
C 6.42445 1.44412 0.86638 -0.11 0.01 0.05 -0.68
C 5.05605 1.52982 1.11603 0.14 0.04 0.01 -0.42
C 4.18744 0.91957 0.23447 -0.07 0.03 -0.10 0.37
S 2.45612 1.03513 0.51451 0.07 0.02 -0.85 1.37
O 2.10436 2.06494 1.43407 0.21 -0.04 0.17 -0.60
O 1.89798 1.21936 -0.89731 -0.53 -0.02 1.01 -0.67
O 1.89781 -0.32624 0.84960 0.05 0.55 -0.35 -0.64
H 4.46155 -2.35141 -0.33192 0.10 -0.07 0.04 0.33
H 6.34887 -0.39771 -1.99697 0.02 0.00 0.00 0.54
H 7.94705 0.70416 -0.43552 -0.01 0.01 -0.02 0.43
H 7.12436 1.91369 1.54351 -0.01 0.01 0.00 0.41
H 4.67505 2.06999 1.97237 0.00 0.00 -0.01 0.50
C 2.94777 -4.50482 -1.76148 0.23 0.33 0.21 -1.63
Sb 1.44855 -3.26182 -2.59412 0.94 -1.32 -0.03 0.90
C 2.30097 -3.37255 -4.57789 -0.61 0.43 -0.08 -1.43
C 0.09693 -4.96755 -2.36352 -0.64 0.45 -0.30 -1.62
C -0.40682 -5.42512 -3.69231 0.03 0.03 0.05 1.07
C 0.32871 -6.36530 -4.40889 0.05 0.01 -0.06 -0.61
C -0.06114 -6.77162 -5.67574 0.02 -0.01 0.04 -0.71
C -1.20206 -6.22715 -6.24055 -0.02 0.03 0.00 -0.72
C -1.94587 -5.29589 -5.52888 0.01 -0.02 -0.03 -0.72
C -1.57338 -4.88477 -4.25196 -0.08 0.00 -0.07 0.94
C -2.48333 -3.93268 -3.52168 -0.10 -0.32 0.51 -1.82
Sb -1.59001 -2.20678 -2.57217 -0.10 0.74 -1.64 1.26
C -3.30145 -0.93676 -2.73589 -0.17 0.01 0.43 -1.34
C -0.83545 -1.65335 -4.52974 0.13 -0.05 0.02 -1.31
H 3.93159 -4.06934 -1.88584 0.00 -0.01 -0.06 0.45
H 2.86027 -5.42757 -2.33695 -0.01 -0.01 -0.02 0.58
H 2.72857 -4.67611 -0.71146 0.01 -0.02 0.01 0.37
H 1.56705 -3.77108 -5.27559 0.02 -0.01 0.01 0.47
H 3.13406 -4.04652 -4.40456 0.03 -0.01 -0.03 0.44
H 2.66343 -2.39429 -4.87515 0.02 -0.01 0.00 0.45
H -0.70377 -4.69636 -1.68023 0.09 -0.02 0.13 0.50
H 0.74686 -5.69123 -1.88304 0.03 -0.02 0.00 1.00
H 1.22503 -6.78498 -3.96442 -0.02 -0.01 0.00 0.38
H 0.51910 -7.51015 -6.21213 0.00 0.01 0.00 0.43
H -1.52092 -6.52935 -7.22900 0.00 0.00 0.00 0.43
H -2.84857 -4.88987 -5.96999 0.01 0.01 0.00 0.40
H -3.06509 -4.46548 -2.76336 0.00 -0.02 -0.04 0.57
H -3.18958 -3.49041 -4.22471 -0.02 0.03 0.03 0.59
H -3.25890 -0.42878 -3.69466 0.01 0.01 -0.01 0.43
H -3.33730 -0.21024 -1.92593 0.02 0.03 -0.02 0.24
H -4.19760 -1.55425 -2.68140 0.01 0.01 -0.01 0.47
H -0.74623 -2.55165 -5.14135 -0.02 0.01 -0.01 0.34
H 0.12690 -1.15036 -4.48519 -0.01 0.06 0.02 0.25
H -1.54977 -0.97805 -4.99610 -0.02 0.00 -0.02 0.59
F -0.78164 0.25512 5.02566 0.00 0.02 0.08 -0.35
C -1.06762 1.05516 3.98506 -0.07 0.21 0.11 0.42
C -0.95998 0.53729 2.73394 0.03 -0.01 -0.09 -0.47
C -1.18714 1.35740 1.62111 -0.05 0.09 -0.08 0.86
C -0.95758 0.87100 0.29200 -0.85 0.14 -0.61 1.00
O -0.80666 -0.38543 0.07619 1.02 0.45 0.23 -0.63
C -0.97261 1.79978 -0.77582 0.42 0.20 -0.01 0.59
C -1.41617 3.07025 -0.50943 -0.03 0.07 0.05 -0.50
N -1.79055 3.49207 0.70564 -0.04 0.00 -0.08 0.33
C -2.41641 4.80081 0.83262 0.14 0.00 0.04 -0.39
C -3.56384 5.11141 -0.07701 -0.01 0.03 -0.05 -0.88
C -3.81099 4.86252 1.37883 -0.07 0.03 0.04 -0.42
C -1.57338 2.68751 1.81409 0.00 0.11 0.17 -0.36
C -1.71999 3.18730 3.11522 -0.06 -0.04 -0.12 -0.67
C -1.44260 2.40377 4.21990 -0.06 -0.18 0.04 -1.25
N -1.56546 2.97858 5.50786 0.14 0.01 0.03 0.19
C -0.89029 4.25479 5.73897 -0.01 -0.02 0.01 -0.61
C -1.78090 5.12147 6.63615 0.03 0.04 -0.03 -0.78
N -2.62836 4.20480 7.47837 0.05 -0.04 -0.02 -0.14
C -1.81622 3.03041 7.93647 -0.02 -0.05 -0.02 -0.78
C -1.50945 2.14777 6.71739 -0.05 0.02 -0.12 -0.72
C -0.45112 1.56403 -2.19691 -0.43 -0.16 0.27 -0.06
O -0.50713 2.45449 -2.99398 -0.04 0.01 -0.13 -0.64
O 0.03415 0.35182 -2.48686 0.23 0.13 0.77 -0.71
H -0.64201 -0.48763 2.59642 0.01 0.01 -0.01 0.58
H -1.49105 3.78817 -1.31645 -0.06 -0.04 -0.01 0.82
H -1.72002 5.59362 1.07471 0.01 -0.01 0.02 0.47
H -3.87488 4.34616 -0.77486 0.00 -0.01 0.02 0.30
H -3.64016 6.12096 -0.45305 0.02 0.00 0.01 0.28
H -4.28196 3.92920 1.65745 0.02 -0.02 -0.05 0.22
H -4.06500 5.70410 2.00827 0.02 0.00 0.00 0.31
H -2.06242 4.20229 3.25289 0.02 0.00 0.00 0.88
H -0.71594 4.77842 4.80492 0.02 -0.02 0.00 0.48
H 0.09012 4.09273 6.20133 -0.01 0.01 0.02 0.32
H -2.45956 5.75311 6.06692 -0.01 -0.02 -0.01 0.44
H -1.19651 5.74489 7.30986 -0.02 0.00 0.02 0.36
H -3.39498 3.85526 6.90063 -0.03 0.02 0.01 0.38
H -3.03302 4.71042 8.26619 0.00 0.00 0.02 0.34
H -2.37687 2.48340 8.68994 -0.01 0.02 0.01 0.40
H -0.91863 3.43800 8.39661 0.00 0.01 0.01 0.36
H -2.25206 1.35777 6.63648 0.00 -0.04 -0.01 0.52
H -0.53519 1.68270 6.87687 0.03 -0.01 0.00 0.44
```
Forces are in eV/Å.



Molecular formula: C10H24F3MgNO8S3
Method: DFT, ωB97M-V/def2-TZVPD

Gap between HOMO and LUMO: 0.316 Eh
E_HOMO: -8.402 eV

```
50
Properties=species:S:1:pos:R:3:forces:R:3:mulliken_charge:R:1
Mg 0.40569 0.06437 0.16018 -1.66 -0.11 -0.81 0.96
N -0.28474 -3.11437 -0.18994 -0.71 -0.69 -0.21 0.54
O -1.06850 -3.87046 0.42559 0.80 0.67 -0.26 -0.64
O 0.44589 -3.54212 -1.10094 -0.11 0.37 0.72 -0.60
O -0.31616 -1.87085 0.07340 0.11 -0.54 0.26 -0.22
C -1.04673 1.99280 1.01532 2.45 -0.98 0.42 0.36
O -1.48827 0.67239 0.61496 -2.21 0.83 0.75 -0.18
O 0.25137 1.98517 0.64125 -0.79 1.50 -0.56 -0.79
C -1.97059 3.04965 0.37779 -0.49 -1.06 -0.09 0.76
F -1.95951 2.90139 -0.95482 0.20 0.55 -0.04 -0.22
F -3.26983 2.85279 0.74892 0.23 0.05 0.11 -0.29
F -1.67885 4.30036 0.71926 0.34 0.10 -0.20 -0.28
C -2.53990 0.09692 1.38791 0.15 -1.85 0.10 0.16
C -3.34632 -0.82379 0.49328 -1.68 -0.48 -0.91 -1.34
H -2.86879 -1.30858 -0.35810 1.05 -0.05 0.62 0.05
H -3.84711 -1.62073 1.05051 0.31 0.02 0.21 0.41
H -4.18057 -0.38593 -0.07791 0.10 0.81 0.62 0.36
H -3.18762 0.73423 1.99267 0.13 0.83 -0.78 0.60
H -2.08726 -0.51274 2.18693 0.27 -0.20 -0.34 -0.22
H -1.08077 1.99568 2.11811 -0.79 0.58 0.12 0.10
C 0.09766 0.21996 4.31691 -0.13 0.94 -0.35 -0.80
S 1.23569 -0.76499 3.29418 -1.29 0.15 0.02 0.29
O 1.03702 -0.26819 1.89321 0.70 -0.77 2.21 -0.15
C 0.34788 -2.32582 3.52573 0.26 -0.97 -0.58 -1.01
H -0.06141 -0.23465 5.29039 0.13 -0.05 0.02 0.43
H -0.85332 0.41610 3.81482 -0.02 -0.80 -0.18 0.09
H 0.46150 1.24681 4.41159 0.60 -0.28 0.22 0.35
H 0.34732 -2.57766 4.58569 0.09 0.17 0.05 0.45
H 0.90024 -3.10729 2.99454 0.32 0.19 0.14 0.34
H -0.65070 -2.46047 3.10385 -0.10 0.89 0.01 0.27
C 4.62146 0.59678 -0.68841 -0.22 0.44 0.63 -1.11
S 3.08359 0.40378 -1.60826 -0.41 -0.19 -0.08 0.46
O 2.07206 -0.07852 -0.60286 2.73 0.19 -0.90 -0.55
C 2.71867 2.13402 -1.96542 0.36 1.32 0.22 -0.78
H 4.91070 -0.38179 -0.31389 0.04 -0.10 -0.26 0.36
H 4.45047 1.24057 0.17788 -0.25 -0.03 -0.06 0.33
H 5.40622 1.06549 -1.27962 -0.09 -0.24 -0.32 0.41
H 3.41513 2.82276 -1.47684 0.05 -0.35 0.29 0.39
H 1.73256 2.43273 -1.60625 -0.18 -0.56 0.13 0.15
H 2.80536 2.41226 -3.01641 -0.10 -0.67 -0.18 0.39
C -0.71068 -1.95447 -3.32726 0.19 1.07 -0.47 -0.81
S -0.99890 -0.16163 -3.04278 0.07 -0.83 0.36 0.28
O -0.27299 0.12970 -1.77134 -0.10 0.46 -0.79 -0.22
C 0.06851 0.49332 -4.30938 0.38 0.08 -0.01 -0.92
H -1.14568 -2.22372 -4.29053 -0.51 -0.14 0.28 0.50
H -1.12678 -2.40886 -2.43557 -0.20 -0.34 -0.31 0.09
H 0.35092 -2.18841 -3.40585 0.06 0.28 0.41 0.31
H 0.26753 1.53743 -4.08114 -0.24 0.11 0.13 0.28
H -0.40387 0.43456 -5.28880 0.12 -0.23 -0.02 0.44
H 1.01242 -0.04598 -4.22255 0.00 -0.06 -0.35 0.24
```
Forces are in eV/Å.



Molecular formula: C10H36F2N17O14S2
Method: DFT, ωB97M-V/def2-TZVPD

Gap between HOMO and LUMO: 0.164 Eh
Charge: -3
E_HOMO: 0.737 eV

```
81
Properties=species:S:1:pos:R:3:forces:R:3:mulliken_charge:R:1
N -3.44285 -2.01148 3.62262 -4.09 -3.25 0.68 -0.25
S -2.00652 -2.38699 3.67082 7.33 2.72 0.86 0.86
O -1.51260 -3.02588 2.47107 0.55 0.49 1.49 -0.33
O -1.48319 -2.66916 5.02543 -0.45 -0.96 -2.36 -0.69
F -1.54806 -0.87124 3.57317 1.02 0.55 -0.53 -0.24
S -3.91168 -3.58126 3.95023 -5.90 -1.18 0.98 0.98
O -4.52955 -3.65713 5.30619 1.67 -0.10 -3.21 -0.67
O -3.30677 -4.75498 3.33768 0.48 1.33 1.82 -0.53
F -5.13696 -3.52135 2.89532 -0.71 0.36 0.82 -0.32
O -2.40752 -0.63601 -0.20272 1.25 0.34 -0.62 -1.02
C -1.07109 -0.39002 0.07083 -1.46 -0.49 -0.19 1.81
C -0.15845 0.76737 -0.51418 -0.26 -0.02 -0.08 0.79
O -0.17214 1.09509 -1.83272 0.29 0.46 -1.87 -0.92
H -0.46146 -1.27879 -0.09207 0.63 -1.06 -0.70 -0.95
H -0.97970 -0.36299 1.15666 0.57 0.78 0.96 -0.62
H 0.86857 0.44265 -0.34721 0.96 -0.83 1.04 -0.69
H -0.18674 1.66266 0.10690 -0.69 0.69 0.65 -0.25
C 4.20254 -0.88023 0.84723 -6.22 -3.69 2.60 0.49
O 4.95922 -1.34351 1.58809 6.01 -2.04 4.76 -0.73
N 2.92619 -1.19571 0.88984 -5.09 -1.13 1.06 -0.11
N 4.36619 -0.18291 -0.13786 5.09 7.40 -7.91 -0.14
H 2.47388 -1.71910 1.62574 0.69 0.04 -0.17 0.01
H 2.27216 -0.70170 0.29965 -0.14 -0.20 0.13 0.04
H 3.71044 0.17313 -0.81855 -0.14 -0.60 0.18 0.11
H 5.30951 0.17630 -0.17246 -0.05 0.16 -0.70 0.17
C 0.99785 -4.84571 0.93391 -0.60 -3.45 0.53 0.54
O 1.55979 -5.94362 0.86440 0.77 0.25 -0.33 -0.79
N 1.29056 -3.88553 1.76541 1.68 3.27 2.21 -0.03
N -0.16459 -4.60510 0.35144 -2.63 0.36 -2.36 -0.14
H 1.95185 -3.92795 2.52763 -0.04 -0.46 -0.57 0.18
H 0.75893 -3.03014 1.68934 -0.08 -0.20 0.27 0.02
H -0.63875 -5.30750 -0.19802 0.54 -0.06 0.15 0.22
H -0.80801 -3.91835 0.71816 0.22 0.04 0.10 0.17
C -3.86586 -4.30306 -0.77663 0.07 -0.12 -0.90 0.56
O -4.41778 -5.37270 -0.87091 -1.38 -2.31 0.07 -0.78
N -3.45229 -3.62523 -1.83473 0.73 0.78 -3.38 -0.38
N -3.54944 -3.65131 0.28998 0.49 0.94 3.99 0.05
H -3.20415 -2.64985 -1.75010 0.17 0.16 -0.13 0.27
H -3.54525 -4.08306 -2.73019 0.02 0.41 0.23 0.17
H -3.91074 -3.91272 1.19619 0.28 -0.08 -0.35 0.08
H -2.88437 -2.89431 0.22107 -0.28 0.79 0.29 -0.09
C -0.04254 5.71846 1.18986 -1.19 3.69 -2.27 0.72
O -0.44574 6.75330 0.67626 -0.55 1.08 0.01 -0.77
N 0.40923 5.57183 2.36901 1.43 0.86 5.83 -0.33
N 0.10393 4.62199 0.58205 0.10 -4.79 -4.69 -0.11
H 0.34707 6.38277 2.96785 0.46 -0.72 0.43 0.21
H 0.86767 4.67743 2.46886 0.26 0.98 1.52 0.21
H 0.47486 3.82412 1.07794 -0.33 -0.28 -1.11 0.01
H 0.10097 4.69586 -0.42524 -0.12 -0.83 0.12 0.02
C -2.36707 2.71619 3.24090 -3.89 -3.33 -1.68 0.63
O -3.58683 2.52614 3.00641 2.26 0.34 0.35 -0.74
N -1.86691 3.74236 3.77698 -0.33 8.00 3.61 -0.32
N -1.32527 1.96317 3.05843 2.29 -5.38 -2.13 -0.09
H -0.90486 3.81513 4.07576 -0.82 0.36 -0.01 0.16
H -2.58790 4.40034 4.03643 0.69 0.54 0.30 0.23
H -0.40308 2.24203 3.36157 -0.50 -0.41 -0.24 0.12
H -1.41873 1.02043 2.70825 0.06 0.02 -0.21 0.03
C 2.79253 3.59033 -2.20244 4.57 1.33 0.82 0.56
O 3.87516 4.14554 -2.17102 1.77 2.02 -0.55 -0.81
N 1.80154 3.88287 -2.95201 -4.04 2.50 -3.57 -0.10
N 2.57860 2.58556 -1.45825 -2.08 -4.60 3.06 0.04
H 1.74544 4.80568 -3.35867 0.19 -0.41 -0.12 0.23
H 0.97950 3.30093 -3.02745 0.04 0.21 0.11 0.01
H 3.19950 2.16366 -0.78254 -0.10 0.54 -0.41 0.08
H 1.61592 2.29935 -1.56512 -0.47 -1.46 0.99 -0.02
C 2.37083 -1.51568 -2.69143 2.62 -1.19 -1.50 0.44
O 3.29676 -2.11533 -3.16220 3.03 -2.48 -1.68 -0.84
N 1.33436 -2.04045 -2.23364 -5.02 -3.93 2.07 -0.11
N 2.39196 -0.25657 -2.62843 1.04 7.60 0.34 0.08
H 1.33661 -3.04175 -2.36587 -0.72 0.14 0.56 0.18
H 0.55932 -1.49214 -1.88901 -0.35 -0.34 0.06 0.15
H 1.58337 0.27260 -2.33474 -0.87 0.44 0.22 -0.12
H 3.11039 0.23084 -3.14456 -0.05 -0.19 0.26 0.23
C 0.31851 2.14754 -5.36833 2.29 -0.49 -2.58 0.52
O 0.32971 2.64803 -6.46319 -0.50 1.39 -2.80 -0.77
N 1.20083 1.22367 -5.03567 3.31 -2.86 1.16 -0.29
N -0.46786 2.40150 -4.41385 -4.08 1.90 4.18 -0.15
H 1.34082 0.94258 -4.07574 -0.71 -0.05 -0.08 0.44
H 2.05664 1.03736 -5.53863 -0.54 0.53 -0.56 0.21
H -0.26778 2.00210 -3.50801 -0.87 -0.70 0.85 0.06
H -1.32866 2.91960 -4.51718 0.41 -0.12 -0.16 0.18
```
Forces are in eV/Å.



Molecular formula: C8H10NO2S
Method: DFT, ωB97M-V/def2-TZVPD

Gap between HOMO and LUMO: 0.298 Eh
Charge: +1
E_HOMO: -13.227 eV

```
22
Properties=species:S:1:pos:R:3:forces:R:3:mulliken_charge:R:1
C 0.73467 0.76748 -1.91968 4.46 -2.62 0.92 -0.43
C 2.33322 0.63274 -0.11990 -0.05 0.23 1.19 -0.18
C 1.80662 0.00532 -2.62975 -2.75 2.19 0.46 -0.26
C 3.24502 -0.01390 -0.90602 -0.28 0.64 1.22 -0.25
C 1.10840 0.91207 -0.61934 -2.82 1.44 0.27 0.15
C -0.34353 1.62185 0.72343 2.27 0.48 -0.46 0.33
C -0.85258 -1.52678 0.77766 -1.57 -0.59 0.66 -0.84
C -3.01596 -0.20470 2.01204 2.60 2.73 -0.12 -1.04
N 2.91619 -0.33786 -2.11985 2.71 -1.35 -0.67 -0.49
O -0.53771 2.56733 1.37344 0.27 -1.36 -1.09 -0.28
O -2.35710 0.22766 -0.49077 0.21 0.52 -0.88 -0.57
S -1.65615 0.06600 0.76710 -1.86 -1.59 0.52 0.88
H -0.16230 0.86185 -2.36691 -2.88 0.76 -1.25 0.53
H 2.66316 0.86068 0.84579 0.02 0.46 1.44 0.46
H 1.75868 -0.20769 -3.66337 -0.92 -0.18 -1.06 0.45
H 4.19649 -0.17757 -0.41428 0.28 -0.49 -0.72 0.36
H -0.85035 -1.90735 1.84880 0.36 0.34 -1.50 0.40
H 0.10271 -1.37891 0.32000 0.70 -0.39 -0.15 0.26
H -1.56539 -2.12780 0.10861 1.15 0.66 0.97 0.35
H -3.24744 0.87053 2.22838 -0.53 -1.27 0.23 0.38
H -2.58344 -0.76169 2.81596 -0.08 -0.06 0.76 0.41
H -3.69321 -0.74922 1.42867 -1.29 -0.55 -0.73 0.39
```
Forces are in eV/Å.



Number 1: E -5481.75829 Eh. Number 2: E -2746.27655 Eh. Number 3: E -3382.96040 Eh. Number 4: E -913.81621 Eh.